<i>
23
Properties=species:S:1:pos:R:3:mulliken_charge:R:1 method="wB97M-V/def2-TZVPD" e_homo_ha=-0.4607 multiplicity=1 total_charge=+1 orbital_gap_ev=4.5
O 0.363 -1.163 -2.733 -0.603
N 0.858 -2.363 0.574 -0.366
N 0.264 1.272 1.378 -0.163
C -0.568 0.477 0.545 0.858
C 0.180 -1.729 1.681 -0.413
C -0.971 -0.822 1.224 -0.960
C -0.811 0.664 -0.743 -0.653
C 0.522 2.648 0.912 -0.909
H -1.577 -0.745 2.158 0.372
H 1.367 2.848 0.213 0.340
H -1.562 0.753 -3.628 0.018
H 1.541 -3.075 0.738 0.181
H 0.820 -1.869 -0.305 0.157
H 0.875 3.375 1.642 0.328
H 1.184 0.802 1.427 0.350
H 0.118 -0.350 -2.271 0.307
H -1.102 1.644 -1.161 0.507
H -0.410 -2.446 2.261 0.326
H -0.914 0.556 -3.935 0.004
H 1.067 -1.054 -3.378 0.328
H -0.398 3.081 0.467 0.344
H -1.695 -1.347 0.587 0.389
H 0.850 -1.155 2.349 0.259

---

<ii>
23
Properties=species:S:1:pos:R:3:mulliken_charge:R:1 method="wB97M-V/def2-TZVPD" e_homo_ha=-0.4697 multiplicity=1 total_charge=+1 orbital_gap_ev=9.5
O 2.256 -2.381 1.055 -0.670
N -0.312 -0.015 2.622 -0.513
N 0.381 -1.029 0.027 -0.149
C -0.341 0.824 1.465 -0.146
C 0.018 0.377 0.290 0.127
C -2.089 1.015 -2.460 -1.186
C -0.605 0.827 -2.257 -0.422
C 0.123 1.247 -0.945 -0.970
H -0.337 -0.232 -2.446 0.303
H 0.433 -1.625 0.838 0.308
H -0.236 2.257 -0.751 0.412
H -0.618 0.516 3.443 0.261
H 1.373 -0.974 -0.260 0.448
H 0.460 -0.641 2.783 0.174
H -0.035 1.429 -3.012 0.314
H -2.251 2.079 -2.422 0.334
H -0.732 1.817 1.649 0.399
H 3.125 -2.012 1.276 0.339
H 2.020 -2.856 1.864 0.325
H -2.619 0.312 -3.087 0.356
H -0.021 -1.497 -0.799 0.340
H 1.126 1.526 -1.335 0.339
H -2.642 0.664 -1.537 0.277

---

<iii>
23
Properties=species:S:1:pos:R:3:mulliken_charge:R:1 method="wB97M-V/def2-TZVPD" e_homo_ha=-0.4744 smiles=CNC[C@@H]([NH3+])CCO multiplicity=1 total_charge=+1 orbital_gap_ev=9.5
O 0.423 -1.831 1.937 -0.523
N -1.350 0.271 -1.402 -0.266
N 0.890 1.655 -0.764 -0.204
C 1.178 -0.591 2.345 -0.425
C 0.779 0.630 1.599 -0.773
C 0.643 0.385 -0.059 -0.010
C -0.646 -0.325 -0.266 -0.819
C -1.692 -0.680 -2.459 -0.787
H -0.178 -1.327 -0.482 0.207
H -2.078 0.894 -1.003 0.268
H 0.986 -0.460 3.379 0.351
H -0.251 0.892 1.907 0.350
H 2.117 -1.083 1.880 0.257
H -1.232 -0.343 0.678 0.433
H -0.860 -1.496 -2.369 0.251
H -1.824 -0.249 -3.411 0.304
H 1.315 2.428 -0.264 0.326
H -2.614 -1.180 -2.273 0.308
H 1.613 -0.203 -0.278 0.316
H 0.130 2.039 -1.247 0.379
H -0.249 -2.361 2.418 0.280
H 1.506 1.377 -1.614 0.419
H 1.392 1.557 1.747 0.358

---

<iv>
23
Properties=species:S:1:pos:R:3:mulliken_charge:R:1 method="wB97M-V/def2-TZVPD" e_homo_ha=-0.4863 multiplicity=1 total_charge=+1 orbital_gap_ev=10.2
O -2.435 1.324 -1.117 -0.712
N -1.380 -0.649 -2.613 -0.134
N 0.182 1.183 0.908 -0.482
C -0.154 -0.772 -1.815 -0.555
C 1.793 0.152 2.513 -1.442
C 1.061 -0.969 0.322 -0.826
C -0.150 -1.154 -0.553 -0.099
C 0.678 -0.093 1.501 0.164
H -1.021 -1.307 0.064 0.317
H -1.197 -0.834 -3.600 0.372
H 1.914 -0.525 -0.194 0.403
H -1.713 0.296 -2.354 0.383
H -1.627 1.375 -0.543 0.364
H 0.734 -0.325 -2.224 0.377
H 2.760 0.273 2.035 0.329
H 1.950 -0.632 3.254 0.363
H -2.105 -1.299 -2.310 0.353
H 1.408 -1.957 0.624 0.370
H 0.835 1.445 0.186 0.242
H -3.060 1.934 -0.710 0.335
H -0.183 -0.514 2.034 0.259
H 0.135 1.973 1.541 0.247
H 1.577 1.074 3.050 0.372

---

Which of them is most stable? Easy: <iv>.

---

<i>
23
Properties=species:S:1:pos:R:3:mulliken_charge:R:1 method="wB97M-V/def2-TZVPD" e_homo_ha=-0.4327 multiplicity=1 total_charge=+1 orbital_gap_ev=8.7
O 2.638 1.244 -1.856 -0.673
N 1.026 -0.578 2.542 -0.451
N 0.025 -0.098 -1.424 -0.119
C -0.562 0.310 0.976 -0.928
C -1.076 0.114 -0.465 0.135
C 0.123 -0.898 1.555 0.934
C -1.996 1.235 -0.856 -1.618
C -0.034 -2.173 1.171 -1.290
H -2.890 1.256 -0.249 0.421
H -1.687 -0.795 -0.306 0.179
H 3.075 1.643 -2.625 0.321
H 0.481 -2.971 1.697 0.268
H 0.167 1.118 1.051 0.371
H -1.417 0.692 1.540 0.445
H -2.407 1.128 -1.876 0.425
H 0.558 -0.957 -1.239 0.449
H -0.754 -2.535 0.463 0.282
H 3.248 0.627 -1.467 0.320
H 1.692 -1.287 2.788 0.202
H -0.367 -0.122 -2.368 0.369
H 0.774 0.600 -1.312 0.382
H -1.537 2.240 -0.893 0.367
H 0.918 0.208 3.156 0.207

---

<ii>
23
Properties=species:S:1:pos:R:3:mulliken_charge:R:1 method="wB97M-V/def2-TZVPD" e_homo_ha=-0.4631 multiplicity=1 total_charge=+1 orbital_gap_ev=9.3
O 2.759 -1.479 -0.226 -0.622
N 0.699 1.312 -0.220 -0.509
N -1.117 0.185 -1.891 -0.217
C -0.536 -0.695 0.637 -0.743
C -2.519 0.694 0.153 -1.326
C 0.635 0.281 0.791 -0.001
C -1.617 -0.340 -0.523 0.015
C 1.656 0.037 1.686 -0.630
H 2.050 -2.209 0.078 0.330
H -1.336 -0.733 1.475 0.349
H -0.124 -1.709 0.522 0.221
H -3.320 0.381 0.899 0.394
H -0.405 0.989 -1.730 0.370
H 1.694 1.776 -0.197 0.330
H 2.454 -0.449 -0.169 0.434
H -2.931 1.497 -0.563 0.296
H -2.101 1.335 0.912 0.390
H -1.988 0.418 -2.434 0.387
H -0.651 -0.475 -2.414 0.334
H 2.562 0.706 1.737 0.293
H 1.458 -0.751 2.498 0.241
H -0.048 1.967 0.150 0.327
H -2.173 -1.261 -0.645 0.338

---

Which of them is most stable? Easy: <i>.

---

<i>
23
Properties=species:S:1:pos:R:3:mulliken_charge:R:1 method="wB97M-V/def2-TZVPD" e_homo_ha=-0.5254 multiplicity=1 total_charge=+1 orbital_gap_ev=7.1
O -0.040 2.493 1.203 -0.599
N -0.577 -1.010 -2.098 -0.514
N 1.158 1.475 -1.298 -0.614
C -0.068 -1.674 0.470 -0.437
C 0.158 -0.771 -0.832 0.211
C 1.414 -0.021 -1.170 -0.369
C -1.611 -0.098 1.696 -1.083
C -0.373 -1.007 1.782 -0.483
H -1.011 -2.335 0.116 0.277
H -0.387 -1.877 2.489 0.356
H -1.653 0.565 2.729 0.299
H 0.486 2.094 0.455 0.363
H 1.658 1.794 -2.183 0.286
H -1.552 0.756 0.984 0.322
H -2.534 -0.792 1.610 0.315
H 2.099 -0.013 -0.277 0.263
H 0.508 3.263 1.412 0.311
H -1.540 -1.093 -1.763 0.346
H 0.513 -0.530 2.266 0.372
H -0.413 -1.939 -2.607 0.355
H 0.958 -2.182 0.715 0.300
H 1.818 -0.505 -2.069 0.435
H 0.181 1.023 -1.410 0.288

---

<ii>
23
Properties=species:S:1:pos:R:3:mulliken_charge:R:1 method="wB97M-V/def2-TZVPD" e_homo_ha=-0.4463 multiplicity=1 total_charge=+1 orbital_gap_ev=4.5
O 1.195 1.411 -0.783 -0.463
N 0.597 3.211 -3.296 -0.638
N -1.091 -0.944 0.920 -0.105
C 1.193 0.007 -0.971 -0.397
C -2.140 -0.698 1.901 -0.994
C 0.161 -0.257 1.332 -0.426
C -0.799 -2.360 0.766 -0.904
C 1.181 -0.631 0.357 -0.276
H 0.045 -2.469 0.049 0.307
H 2.028 -1.265 0.583 0.467
H 0.174 4.122 -3.129 0.222
H -0.031 0.818 1.333 0.516
H 1.834 1.648 -0.091 0.325
H -2.450 0.340 1.869 0.320
H -1.658 -2.890 0.368 0.352
H 2.057 -0.263 -1.584 0.381
H 1.159 3.226 -4.132 0.223
H -0.462 -2.830 1.699 0.374
H -1.842 -0.964 2.921 0.399
H -2.993 -1.312 1.630 0.350
H 1.096 2.866 -2.496 0.231
H 0.293 -0.175 -1.582 0.308
H 0.451 -0.591 2.337 0.429

---

Which of them is most stable? Easy: <ii>.

---

<i>
15
Properties=species:S:1:pos:R:3:mulliken_charge:R:1 method="wB97M-V/def2-TZVPD" e_homo_ha=-0.1445 smiles="CC1(C)OC([O-])=NC1=S" multiplicity=1 total_charge=-1 orbital_gap_ev=7.4
S 1.635 2.631 0.185 -0.431
O 1.636 -1.308 -0.187 -0.414
O 3.795 -1.783 0.141 -0.636
N 3.179 0.299 -0.151 -0.563
C 2.054 0.917 0.024 -0.043
C 0.828 -0.096 -0.077 1.603
C -0.116 0.225 -1.230 -1.797
C 0.055 -0.020 1.235 -1.551
C 2.913 -0.991 -0.046 0.554
H -0.857 0.576 1.243 0.341
H -0.685 1.040 -0.895 0.439
H 0.695 0.368 2.053 0.357
H -0.252 -1.068 1.553 0.346
H 0.293 0.122 -2.177 0.387
H -0.927 -0.525 -1.126 0.409

---

<ii>
15
Properties=species:S:1:pos:R:3:mulliken_charge:R:1 method="wB97M-V/def2-TZVPD" e_homo_ha=-0.1453 multiplicity=1 total_charge=-1 orbital_gap_ev=7.3
S 2.584 -1.700 2.416 -0.529
O -0.019 2.020 -1.521 -0.471
O -2.334 1.582 -1.661 -0.547
N 0.284 -2.538 1.058 -0.688
C -1.237 1.559 -1.221 0.152
C 0.465 1.339 0.746 -1.174
C 1.220 -2.207 1.651 0.190
C 0.340 -0.420 -1.277 -1.061
C -0.083 0.868 -0.612 1.287
H 1.295 -0.382 -1.828 0.259
H 1.495 1.164 0.980 0.280
H -0.302 -0.698 -2.054 0.413
H -0.091 1.259 1.630 0.276
H 0.384 2.483 0.530 0.361
H 0.356 -1.145 -0.484 0.251

---

Which of them is most stable? Easy: <i>.

---

<i>
21
Properties=species:S:1:pos:R:3:mulliken_charge:R:1 method="wB97M-V/def2-TZVPD" e_homo_ha=-0.3970 smiles="C[N+](=O)[O-].C[N+](=O)[O-].C[N+](=O)[O-]" multiplicity=1 total_charge=0 orbital_gap_ev=10.6
O 1.261 -0.509 -0.912 -0.539
O 0.067 -4.180 -0.101 -0.513
O -0.583 3.348 1.025 -0.492
O 2.078 0.187 -2.759 -0.548
O 0.768 -5.139 1.694 -0.532
O -2.046 1.772 1.119 -0.487
N 0.940 -4.495 0.676 0.866
N 1.263 0.204 -1.876 0.908
N -1.720 2.954 1.170 0.812
C -2.797 3.891 1.556 -0.738
C 0.141 1.196 -2.007 -0.562
C 2.334 -3.988 0.422 -0.607
H 2.287 -2.917 0.246 0.220
H -0.556 0.610 -2.603 0.289
H -2.566 4.518 2.409 0.285
H 0.522 2.094 -2.473 0.284
H -3.698 3.328 1.770 0.318
H -0.252 1.383 -1.013 0.169
H 2.839 -4.121 1.373 0.311
H -3.009 4.477 0.659 0.295
H 2.729 -4.611 -0.373 0.261

---

<ii>
21
Properties=species:S:1:pos:R:3:mulliken_charge:R:1 method="wB97M-V/def2-TZVPD" e_homo_ha=-0.4044 smiles="C[N+](=O)[O-].C[N+](=O)[O-].C[N+](=O)[O-]" multiplicity=1 total_charge=0 orbital_gap_ev=10.8
O 2.517 -2.417 -3.360 -0.528
O 0.850 -2.577 -2.030 -0.553
O 0.282 3.149 1.500 -0.533
O -0.135 0.560 -1.243 -0.509
O -1.549 3.740 2.447 -0.565
O -1.908 1.161 -0.165 -0.525
N -0.718 2.918 2.135 0.992
N 1.949 -2.158 -2.320 0.878
N -1.186 0.314 -0.682 0.892
C -0.930 1.538 2.643 -0.744
C -1.717 -1.070 -0.646 -0.631
C 2.671 -1.314 -1.344 -0.547
H 3.036 -2.011 -0.593 0.278
H -0.256 0.877 2.111 0.219
H -0.711 1.615 3.705 0.328
H -2.723 -1.080 -1.054 0.304
H -1.960 1.257 2.461 0.290
H 3.441 -0.740 -1.837 0.293
H -1.142 -1.775 -1.236 0.215
H -1.721 -1.319 0.413 0.290
H 1.911 -0.668 -0.905 0.157

---

Which of them is most stable? Easy: <ii>.

---

<i>
17
Properties=species:S:1:pos:R:3:mulliken_charge:R:1 method="wB97M-V/def2-TZVPD" e_homo_ha="-0.2920 / -0.2331" multiplicity=1 total_charge=0 orbital_gap_ev="8.6 / 5.6"
O -1.148 -1.767 -0.582 -0.408
O -2.511 -0.503 0.679 -0.479
O -0.303 1.284 1.111 -0.520
O -1.494 1.385 -0.815 -0.566
C -0.506 0.638 -0.142 0.711
C 0.703 0.437 -0.943 -0.550
C -1.281 -0.683 0.169 0.147
C 2.062 -0.711 0.775 -1.072
C 1.854 -0.173 -0.459 -0.027
H 2.692 -0.206 -1.146 0.335
H -2.530 0.372 1.093 0.319
H 0.636 0.738 -1.975 0.391
H 0.619 1.165 1.364 0.396
H 3.012 -1.144 1.023 0.271
H -1.985 -2.257 -0.600 0.355
H -1.104 2.231 -1.067 0.364
H 1.285 -0.808 1.514 0.332

---

<ii>
17
Properties=species:S:1:pos:R:3:mulliken_charge:R:1 method="wB97M-V/def2-TZVPD" e_homo_ha=-0.3526 smiles="C=C(O)C(=O)[C@H](O)CO" multiplicity=1 total_charge=0 orbital_gap_ev=8.9
O 0.068 -2.231 -0.280 -0.587
O -0.212 1.515 -0.240 -0.638
O 2.519 -1.497 0.088 -0.379
O -2.760 -1.047 -0.008 -0.503
C 0.059 -0.921 -0.078 0.413
C 2.107 1.061 0.105 -1.079
C -2.268 0.168 0.351 -0.412
C 1.675 -0.346 0.138 0.241
C -0.956 0.213 -0.312 0.454
H 3.192 1.289 -0.155 0.270
H 1.308 1.838 0.289 0.523
H 0.621 1.371 -0.740 0.352
H -2.863 1.139 0.167 0.274
H -2.211 -1.840 0.180 0.332
H -2.267 0.126 1.607 0.234
H 3.219 -0.977 0.410 0.346
H -1.229 0.138 -1.523 0.161

---

<iii>
17
Properties=species:S:1:pos:R:3:mulliken_charge:R:1 method="wB97M-V/def2-TZVPD" e_homo_ha=-0.2910 multiplicity=1 total_charge=0 orbital_gap_ev=8.5
O -1.278 0.619 -0.220 -0.326
O 0.291 1.113 1.360 -0.401
O -0.236 2.555 -0.220 -0.554
O 1.389 0.874 -0.871 -0.506
C -1.653 -0.695 0.211 0.239
C -0.159 1.276 0.130 0.730
C 1.957 -1.093 0.310 -0.763
C -2.659 -1.391 -0.343 -0.726
C 2.171 -0.116 -0.562 0.216
H -3.384 -0.970 -1.183 0.226
H 3.052 -0.130 -1.208 0.346
H -2.865 -2.379 0.036 0.281
H 0.893 1.866 1.470 0.351
H -0.461 2.729 -1.203 0.359
H 2.795 -1.837 0.415 0.204
H 1.113 -1.206 0.989 0.124
H -0.966 -1.214 0.890 0.201

---

<iv>
17
Properties=species:S:1:pos:R:3:mulliken_charge:R:1 method="wB97M-V/def2-TZVPD" e_homo_ha=-0.3549 smiles="CC(=O)COCC(=O)O" multiplicity=1 total_charge=0 orbital_gap_ev=10.2
O 1.194 -1.821 1.088 -0.547
O 2.739 -0.576 0.058 -0.414
O 0.308 0.521 -1.263 -0.435
O -1.235 1.667 1.786 -0.569
C 1.507 -1.068 0.205 0.513
C -1.135 1.091 0.726 0.745
C 0.614 -0.837 -1.068 -0.377
C -2.166 0.124 0.214 -1.134
C 0.121 1.299 -0.111 -0.380
H -1.922 -0.873 0.573 0.259
H 1.007 1.065 0.580 0.243
H 1.160 -1.159 -1.958 0.342
H 3.301 -0.836 0.805 0.349
H 0.112 2.336 -0.460 0.407
H -2.185 0.116 -0.871 0.361
H -3.134 0.395 0.611 0.363
H -0.287 -1.442 -0.915 0.273

---

Which of them is most stable? Easy: <iv>.